Here is a structure of composition C24H51AsN6OSSnTe in a non-equilibrium geometry from the Open Molecules 2025 dataset. Energies are from ωB97M-V with the def2-TZVPD basis set.

## Properties
HOMO, eV: -12.17
Energy relative to the best compared isomer or geometry (same formula, charge and spin), kcal/mol: 14.5
E_LUMO, eV: -5.00
Frontier orbital gap, eV: 7.168
Max |F|, hartree/bohr: 0.0207
Spin multiplicity: 1
DFT total energy, hartree: -4464.64449
Total charge: +2

Last column: Mulliken charge in e.
Cartesian coordinates (Å):
Sn  -0.60976  -0.41854  1.88305  1.015
C  -3.78223  -1.18190  0.69257  -0.651
C  -3.06683  -2.44142  0.13553  -0.745
N  -1.76863  -2.73841  0.76815  -0.019
C  -1.80438  -3.85711  1.72853  -0.764
C  -1.07675  -3.53590  3.03547  -0.823
N  -1.35194  -2.18464  3.55213  0.082
C  -2.69619  -1.97514  4.12974  -0.804
C  -3.80721  -1.79621  3.08936  -0.764
N  -3.39787  -0.84003  2.06112  -0.134
H  -3.51590  -0.32285  0.07020  0.220
H  -4.86285  -1.33484  0.59517  0.379
H  -3.73149  -3.30333  0.23133  0.339
H  -2.91773  -2.27496  -0.93211  0.445
H  -1.09791  -2.97712  0.04928  0.151
H  -2.83932  -4.11183  1.94269  0.292
H  -1.34276  -4.75261  1.30653  0.496
H  -1.34422  -4.30511  3.76859  0.439
H  -0.00061  -3.58157  2.85884  0.382
H  -0.69159  -2.03546  4.31003  0.027
H  -2.97044  -2.80280  4.79287  0.386
H  -2.63582  -1.05896  4.72147  0.376
H  -4.04157  -2.74393  2.61225  0.190
H  -4.70928  -1.46866  3.61163  0.525
H  -3.78983  0.06958  2.27827  0.309
C  0.01458  2.05286  3.88257  -1.038
O  0.44755  0.82780  3.33222  -0.504
H  0.30040  2.11471  4.93891  0.294
H  -1.07446  2.16267  3.81778  0.264
H  0.47225  2.89809  3.35652  0.272
C  0.64234  -2.13813  -3.26150  -1.012
N  1.58734  -1.07516  -3.57891  0.255
C  2.04661  -1.06580  -4.96206  -1.187
C  2.20740  -0.34948  -2.61860  0.604
N  1.50744  0.28600  -1.66976  -0.182
N  3.53519  -0.21172  -2.64378  0.157
C  4.41032  -1.24029  -3.20180  -1.173
C  4.19658  0.82742  -1.86276  -1.257
H  1.04426  -3.08926  -3.62199  0.356
H  -0.32537  -1.97175  -3.73624  0.271
H  0.51065  -2.21142  -2.18539  0.292
H  1.18541  -0.87998  -5.60641  0.343
H  2.49070  -2.01817  -5.25877  0.411
H  2.76263  -0.26483  -5.12300  0.387
H  2.04406  0.57909  -0.86447  0.077
H  3.85323  -2.14423  -3.42610  0.379
H  5.16699  -1.48821  -2.45781  0.453
H  4.91559  -0.89271  -4.10317  0.365
H  3.70503  1.78784  -2.01511  0.408
H  5.22533  0.91344  -2.20100  0.402
H  4.20755  0.58465  -0.79588  0.412
C  4.17564  -1.60044  4.05260  -1.155
As  2.60494  -0.50430  3.75377  1.133
C  1.69765  -0.68870  5.44881  -1.147
C  3.42651  1.22639  3.54384  -1.097
S  1.80397  -1.43088  1.97187  -0.545
H  4.69021  -1.23840  4.94409  0.416
H  4.85187  -1.53077  3.20255  0.372
H  3.90870  -2.64506  4.20011  0.372
H  2.31945  -0.17736  6.18427  0.436
H  1.63401  -1.74512  5.70700  0.412
H  0.71358  -0.23374  5.42975  0.265
H  3.85466  1.49345  4.51070  0.401
H  2.70717  1.97700  3.23903  0.255
H  4.22730  1.14246  2.81129  0.360
C  -3.13892  5.60278  -4.31454  -1.483
C  -2.39501  4.43607  -3.73909  0.479
C  -2.53954  3.15520  -4.26224  -1.006
C  -1.89372  2.05889  -3.71001  0.682
C  -2.08153  0.70792  -4.35345  -1.189
C  -1.07857  2.26433  -2.58308  0.255
Te  -0.54953  0.53811  -1.44405  0.410
C  -0.86476  3.55248  -2.07139  0.730
C  0.09148  3.83116  -0.94509  -1.319
C  -1.52591  4.61603  -2.66848  -0.776
H  -3.93050  5.27909  -4.98664  0.369
H  -2.45759  6.24796  -4.87200  0.327
H  -3.57774  6.20246  -3.51758  0.383
H  -3.18656  3.00548  -5.11821  0.351
H  -2.61176  0.80933  -5.29797  0.437
H  -2.66171  0.03681  -3.71813  0.320
H  -1.11101  0.24985  -4.55036  0.007
H  0.12492  3.01111  -0.22640  -0.044
H  -0.18275  4.74203  -0.41617  0.449
H  1.09685  3.97236  -1.34885  0.292
H  -1.36826  5.61637  -2.28218  0.457

Atomic forces in eV per Å
-0.12 0.42 0.97
0.26 -0.07 -0.07
-0.12 0.21 0.19
0.08 -0.23 -0.09
0.08 0.18 0.25
0.01 -0.08 -0.28
0.16 0.19 0.02
-0.18 0.09 -0.16
0.33 0.01 0.01
-0.21 0.11 0.07
-0.05 0.01 0.04
0.00 0.04 -0.08
0.04 -0.03 -0.06
-0.01 -0.08 0.00
-0.08 0.06 -0.07
-0.01 -0.07 -0.08
-0.05 -0.02 0.01
0.08 0.05 0.05
-0.01 -0.04 0.07
0.03 0.06 -0.03
0.08 0.06 0.07
-0.01 -0.06 0.08
-0.11 -0.02 0.05
-0.03 -0.09 0.01
0.06 0.00 -0.03
-0.02 -0.27 -0.14
-0.34 -0.55 -0.33
-0.07 0.07 0.02
0.02 0.11 0.06
-0.05 0.06 0.05
-0.09 -0.03 0.04
0.14 -0.12 0.12
-0.03 0.09 -0.14
-0.05 0.07 -0.23
-0.23 -0.13 0.11
0.00 0.06 -0.01
0.14 -0.11 -0.03
-0.03 0.12 0.02
0.02 0.03 0.00
0.00 0.05 0.04
-0.03 0.01 0.01
0.01 -0.02 0.01
0.03 0.01 0.05
0.00 0.01 0.02
-0.03 -0.02 -0.04
-0.04 0.03 0.01
-0.02 0.00 0.01
-0.04 0.03 0.00
-0.02 -0.02 0.02
-0.01 0.00 -0.03
0.04 -0.02 -0.01
0.07 0.03 0.13
0.27 -0.08 -0.01
-0.06 0.03 -0.04
-0.15 0.02 0.08
0.08 -0.20 0.04
0.00 0.00 -0.01
-0.06 0.05 -0.03
-0.11 0.04 -0.02
0.02 -0.07 0.03
0.10 -0.01 -0.03
0.05 0.03 -0.11
0.03 0.01 -0.02
-0.08 -0.05 -0.02
-0.02 -0.08 0.01
0.06 0.01 -0.02
0.07 -0.09 0.03
-0.05 0.08 0.02
0.08 -0.08 -0.02
-0.04 0.10 0.04
0.08 -0.46 0.05
0.07 0.68 -0.79
0.11 -0.04 0.17
-0.02 0.02 -0.03
-0.03 -0.02 -0.02
0.00 0.02 -0.01
-0.02 0.01 -0.02
-0.02 0.02 -0.03
0.00 -0.01 -0.01
0.01 0.01 -0.01
0.04 -0.06 -0.04
-0.03 -0.09 0.00
0.02 0.04 0.01
0.01 0.02 -0.02
0.03 -0.01 0.06
0.00 0.00 0.04